No. 1
{
  "formula": "C2H8S2",
  "method": "ωB97M-V/def2-TZVPD",
  "symbols": ["C", "H", "H", "H", "H", "C", "S", "S", "H", "H", "H", "H"],
  "positions_angstrom": [[-4.68736, -0.02635, 0.38316], [-4.29566, -0.50596, 1.21522], [-5.74380, 0.34276, 0.56889], [-4.15736, 0.95548, -0.02354], [-4.55187, -0.73107, -0.53000], [1.04719, -0.92277, -1.64659], [0.51352, 0.48082, -0.57604], [1.71459, -0.00414, 1.20463], [1.97256, -0.27515, -1.99422], [1.08559, -1.76096, -1.02226], [0.18623, -1.24976, -2.34783], [1.69551, 1.29260, 1.65688]],
  "atomic_forces_ev_per_a": [[-0.681, 2.407, -4.273], [1.007, -0.361, 1.599], [1.094, -1.005, -0.397], [-0.563, -2.057, 1.482], [-0.850, 1.016, 1.589], [-0.222, 3.025, -1.333], [-0.476, -0.312, 1.485], [-0.796, 0.985, -0.962], [-1.462, -3.072, -0.301], [1.228, -1.224, 0.893], [1.642, 1.357, 0.561], [0.079, -0.760, -0.342]],
  "lumo_ev": 0.13,
  "fmax_ha_per_bohr": 0.0963,
  "relative_energy_kj_mol": 158.5,
  "smiles": "CSS.C",
  "e_homo_ev": -8.303
}


No. 2
{
  "formula": "C2H8S2Si",
  "method": "ωB97M-V/def2-TZVPD",
  "symbols": ["C", "C", "Si", "S", "S", "H", "H", "H", "H", "H", "H", "H", "H"],
  "positions_angstrom": [[-2.47534, 0.73644, -0.64659], [0.14464, -0.32996, -0.07169], [2.24038, 0.42004, -0.12011], [0.46002, -1.98741, 0.60964], [-1.15343, 0.82421, 0.52874], [-3.14808, 1.48878, -0.38045], [-3.15602, -0.09812, -0.37468], [-2.28787, 0.68902, -1.63906], [-0.15051, -0.40724, -1.11039], [2.51961, -0.98346, -0.46642], [2.81810, 1.00723, 1.11082], [2.08978, 1.53645, -1.12039], [0.89531, -1.64442, 1.75933]],
  "atomic_forces_ev_per_a": [[-1.572, -2.448, 3.261], [1.861, 1.714, 0.569], [-3.730, -0.134, -0.552], [-1.831, -0.798, -1.722], [1.325, -0.042, 0.665], [-0.619, 2.015, 0.063], [0.682, -0.245, -0.419], [1.007, 0.191, -3.059], [0.557, -0.515, -0.373], [1.181, 0.441, -0.299], [-0.111, -0.367, 0.023], [0.582, -0.516, 0.106], [0.669, 0.704, 1.737]],
  "lumo_ev": 0.60,
  "fmax_ha_per_bohr": 0.0850,
  "relative_energy_kj_mol": 388.6,
  "smiles": "CS[C@@H]([SiH3])S",
  "e_homo_ev": -8.166
}


No. 3
{
  "formula": "C2H8S4",
  "method": "ωB97M-V/def2-TZVPD",
  "symbols": ["C", "S", "S", "H", "H", "H", "H", "C", "S", "S", "H", "H", "H", "H"],
  "positions_angstrom": [[-0.10843, 2.20262, 1.36085], [-1.06595, 3.29007, 0.31384], [-2.32871, 1.61398, -0.37937], [0.30091, 1.47665, 0.67036], [0.56636, 2.94569, 1.81353], [-0.63302, 1.65328, 2.18005], [-2.35294, 1.14328, 0.85692], [1.64790, -2.03583, -0.88107], [0.31848, -1.85824, 0.46892], [-1.29233, -2.24462, -0.91726], [2.57971, -1.70078, -0.48564], [1.86389, -3.12519, -1.07196], [1.34945, -1.50626, -1.79782], [-0.84532, -1.85464, -2.13136]],
  "atomic_forces_ev_per_a": [[0.098, 0.442, 0.561], [-1.810, -1.440, -0.394], [0.817, 1.501, -0.147], [0.762, -0.123, 0.350], [0.457, -0.824, -0.057], [-0.002, 0.706, -0.686], [-0.290, -0.291, 0.344], [-0.596, -1.627, 0.578], [0.362, -0.006, -2.722], [-0.118, -0.351, 0.789], [0.529, 0.828, 0.328], [-0.777, 1.012, -0.037], [0.191, -0.145, 0.570], [0.378, 0.316, 0.524]],
  "lumo_ev": 0.02,
  "fmax_ha_per_bohr": 0.0534,
  "relative_energy_kj_mol": 114.8,
  "smiles": "CSS.CSS",
  "e_homo_ev": -8.475
}


No. 4
{
  "formula": "C2H9BN",
  "method": "ωB97M-V/def2-TZVPD",
  "symbols": ["B", "C", "C", "N", "H", "H", "H", "H", "H", "H", "H", "H", "H"],
  "positions_angstrom": [[-2.39313, -0.07965, -0.16726], [-0.62440, 0.47763, 0.21284], [0.38892, -0.55533, -0.07022], [1.83208, 0.13314, -0.04827], [-2.50466, -1.16472, -0.49838], [-3.21479, 0.35846, 0.68652], [-0.32574, 1.27032, -0.45834], [-0.74973, 0.71328, 1.24973], [0.39582, -1.37519, 0.60084], [0.31855, -0.92462, -1.10655], [1.69043, 0.92828, -0.69585], [2.45424, -0.62835, -0.41229], [1.97861, 0.43287, 0.91389]],
  "atomic_forces_ev_per_a": [[-2.383, 1.145, 0.442], [1.289, 0.102, 0.265], [0.552, -0.463, -1.168], [-2.284, -1.362, -0.737], [1.138, -1.480, -0.746], [1.598, 0.486, -0.297], [-1.273, 0.912, -0.102], [-0.372, 0.317, 0.443], [0.212, -0.745, 0.683], [-0.148, 0.040, 0.387], [0.980, -0.352, 0.394], [-0.043, 1.334, 0.573], [0.735, 0.066, -0.138]],
  "spin_multiplicity": 3,
  "lumo_ev": [-4.31, -8.38],
  "fmax_ha_per_bohr": 0.0537,
  "relative_energy_kj_mol": 45.7,
  "total_charge": 1,
  "e_homo_ev": [-10.383, -14.981]
}